This record from OMol25 describes a structure of composition C19H22N3O2PS2V. The level of theory is ωB97M-V/def2-TZVPD.

LUMO level (spin up / spin down) = -3.491 / -2.750 eV
2S+1 = 3
total energy = -85271.7794 eV
energy above the lowest of the compared OMol25 structures with the same formula, charge and spin = 0.000 eV
charge = +1
HOMO-LUMO gap (spin up / spin down) = 8.375 / 9.344 eV

Element x y z (Å)
V  0.928  1.134  -0.784
N  -0.924  1.314  -2.023
C  -1.831  2.457  -1.727
C  -1.080  3.781  -1.844
C  0.116  3.782  -0.921
O  0.195  4.452  0.071
O  1.098  2.932  -1.293
H  -0.571  1.412  -2.974
H  -1.465  0.453  -2.024
H  -2.198  2.324  -0.709
H  -2.688  2.441  -2.402
H  -1.738  4.601  -1.567
H  -0.741  3.931  -2.872
C  6.305  2.296  -0.352
N  5.077  1.524  -0.199
C  4.972  0.252  0.315
C  3.662  -0.089  0.239
N  2.964  0.967  -0.313
C  3.854  1.916  -0.565
H  7.049  1.909  0.338
H  6.113  3.339  -0.112
H  6.681  2.217  -1.369
H  5.827  -0.286  0.684
H  3.174  -1.000  0.534
H  3.623  2.884  -0.979
S  0.590  -1.281  -1.057
P  -0.739  -0.956  0.455
S  -0.337  0.873  1.229
C  -0.595  -2.257  1.682
C  -1.263  -3.463  1.477
C  -1.088  -4.500  2.378
C  -0.255  -4.332  3.477
C  0.403  -3.128  3.682
C  0.237  -2.086  2.783
C  -2.430  -1.000  -0.181
C  -3.436  -0.353  0.539
C  -4.743  -0.397  0.082
C  -5.049  -1.079  -1.088
C  -4.051  -1.724  -1.804
C  -2.738  -1.689  -1.352
H  -1.923  -3.591  0.628
H  -1.606  -5.437  2.228
H  -0.125  -5.143  4.181
H  1.041  -2.997  4.546
H  0.739  -1.140  2.943
H  -3.192  0.187  1.445
H  -5.523  0.105  0.639
H  -6.071  -1.107  -1.443
H  -4.292  -2.259  -2.713
H  -1.955  -2.189  -1.909

Cartesian forces, eV/Å:
-0.12 0.04 -0.47
-0.02 0.11 0.12
0.13 -0.06 -0.04
-0.02 -0.13 -0.06
0.06 0.34 0.07
0.02 -0.02 -0.05
-0.04 -0.59 0.28
-0.03 0.02 -0.02
0.01 -0.01 0.06
0.00 -0.02 0.00
0.00 0.04 0.00
0.00 0.01 0.01
0.00 0.00 0.01
0.02 0.01 -0.01
0.02 0.02 -0.01
0.03 -0.01 -0.01
-0.03 0.03 -0.01
-0.17 -0.05 0.00
-0.04 0.09 0.11
-0.01 0.00 0.01
-0.02 0.00 0.00
0.00 -0.02 0.00
0.01 0.01 0.00
-0.01 0.00 -0.01
0.00 0.00 0.00
0.07 0.19 0.04
-0.01 -0.08 -0.12
0.10 0.06 0.00
0.03 0.08 0.04
-0.01 0.00 0.03
0.01 -0.01 0.03
-0.01 0.00 -0.02
0.00 0.01 -0.01
0.00 -0.02 0.03
0.03 -0.01 0.03
0.01 -0.03 -0.03
0.02 0.01 0.02
-0.01 0.00 0.00
0.02 -0.01 0.00
-0.02 0.01 0.00
0.01 0.00 -0.01
0.00 0.00 -0.01
0.00 0.00 0.00
0.00 0.00 0.00
0.00 -0.01 -0.01
-0.02 0.00 0.00
0.00 0.00 0.00
0.00 0.00 0.00
0.00 0.00 0.00
-0.01 -0.01 -0.01

***

This record from OMol25 describes a cluster of 9 separate species, C57H123N6O9 in total at a distorted geometry. The level of theory is ωB97M-V/def2-TZVPD.

LUMO level = -5.264 eV
total energy = -88445.7385 eV
energy above the lowest of the compared OMol25 structures with the same formula, charge and spin = 0.000 eV
charge = +3
HOMO-LUMO gap = 6.579 eV

Element x y z (Å)
C  -9.289  4.644  0.475
C  -7.841  4.230  0.632
C  -7.528  2.863  -0.115
N  -6.503  1.870  0.454
C  -5.162  2.603  0.627
C  -4.189  1.682  1.247
C  -3.973  0.347  0.498
C  -5.294  -0.274  0.042
C  -6.304  0.741  -0.527
C  -7.202  1.368  1.818
H  -9.576  5.587  0.941
H  -9.880  3.785  0.792
H  -9.530  4.805  -0.576
H  -7.958  3.981  1.687
H  -7.155  5.055  0.443
H  -7.381  3.120  -1.165
H  -8.440  2.266  -0.110
H  -4.827  2.886  -0.370
H  -5.363  3.438  1.298
H  -3.254  2.235  1.340
H  -4.562  1.382  2.226
H  -3.252  0.440  -0.314
H  -3.326  -0.453  0.856
H  -4.941  -0.925  -0.759
H  -5.719  -0.979  0.756
H  -5.979  1.180  -1.470
H  -7.265  0.233  -0.605
H  -8.084  0.799  1.526
H  -7.335  2.252  2.442
H  -6.449  0.734  2.286
C  1.176  -0.579  7.729
C  1.055  -0.073  6.271
C  0.848  1.492  6.170
N  0.977  2.010  4.735
C  0.241  1.268  3.647
C  -1.241  1.164  3.838
C  -1.901  2.484  3.877
C  -1.134  3.526  4.763
C  0.333  3.433  4.688
C  2.413  2.182  4.335
H  2.085  -0.320  8.273
H  1.165  -1.658  7.886
H  0.275  -0.281  8.266
H  0.162  -0.530  5.845
H  1.932  -0.314  5.671
H  1.589  2.028  6.763
H  -0.159  1.775  6.476
H  0.629  0.250  3.676
H  0.407  1.696  2.659
H  -1.455  0.519  4.690
H  -1.640  0.552  3.029
H  -2.986  2.448  3.969
H  -1.764  2.822  2.849
H  -1.569  3.326  5.742
H  -1.462  4.534  4.513
H  0.828  4.069  5.421
H  0.672  3.739  3.698
H  3.036  2.702  5.063
H  2.537  2.685  3.376
H  2.890  1.211  4.207
C  -1.597  -0.125  -5.908
C  -1.392  -1.580  -5.416
C  -0.524  -1.800  -4.171
N  -0.516  -3.246  -3.608
C  0.474  -4.160  -4.407
C  0.761  -5.511  -3.629
C  1.357  -5.281  -2.279
C  0.447  -4.323  -1.467
C  -0.007  -3.009  -2.148
C  -1.953  -3.831  -3.517
H  -2.164  -0.029  -6.834
H  -0.650  0.329  -6.201
H  -2.093  0.498  -5.163
H  -0.913  -2.101  -6.245
H  -2.355  -2.061  -5.247
H  -0.994  -1.250  -3.355
H  0.502  -1.460  -4.307
H  1.431  -3.651  -4.523
H  0.101  -4.354  -5.413
H  1.378  -6.225  -4.174
H  -0.133  -6.123  -3.518
H  2.367  -4.947  -2.516
H  1.546  -6.215  -1.750
H  0.836  -3.916  -0.534
H  -0.487  -4.781  -1.140
H  0.893  -2.404  -2.045
H  -0.800  -2.547  -1.559
H  -2.112  -4.590  -2.751
H  -2.021  -4.167  -4.552
H  -2.630  -3.022  -3.245
C  5.483  -3.597  -2.287
C  5.312  -2.179  -1.713
C  5.534  -1.039  -2.790
N  4.867  0.313  -2.415
C  5.136  1.410  -3.468
C  6.508  2.188  -3.436
C  6.814  2.689  -2.053
C  6.723  1.458  -1.095
C  5.316  0.938  -1.041
C  3.317  0.095  -2.451
H  6.408  -3.560  -2.863
H  4.583  -3.787  -2.872
H  5.690  -4.286  -1.468
H  5.919  -2.092  -0.812
H  4.299  -2.176  -1.311
H  5.189  -1.225  -3.807
H  6.572  -0.747  -2.947
H  5.123  0.871  -4.415
H  4.325  2.135  -3.416
H  7.317  1.536  -3.765
H  6.452  3.072  -4.071
H  7.704  3.309  -1.944
H  6.085  3.392  -1.650
H  7.501  0.767  -1.419
H  7.060  1.801  -0.116
H  5.324  0.136  -0.302
H  4.662  1.776  -0.801
H  2.972  -0.666  -3.151
H  2.724  1.007  -2.524
H  3.131  -0.219  -1.424
C  -3.918  1.910  -3.686
C  -2.823  2.246  -2.669
C  -2.198  3.654  -2.780
N  -0.968  3.917  -1.868
C  -0.677  5.490  -1.908
C  -0.133  5.888  -3.328
C  1.044  5.025  -3.891
C  0.758  3.579  -3.785
C  0.300  3.158  -2.411
C  -1.248  3.577  -0.371
H  -4.426  0.996  -3.377
H  -3.631  1.878  -4.737
H  -4.769  2.591  -3.682
H  -2.117  1.430  -2.518
H  -3.297  2.369  -1.695
H  -3.019  4.342  -2.579
H  -1.927  3.809  -3.824
H  -1.617  5.955  -1.610
H  0.082  5.816  -1.197
H  -0.818  5.893  -4.176
H  0.159  6.936  -3.264
H  1.123  5.376  -4.920
H  1.919  5.305  -3.305
H  0.111  3.131  -4.539
H  1.748  3.156  -3.956
H  -0.013  2.118  -2.310
H  1.155  3.417  -1.786
H  -2.279  3.832  -0.128
H  -0.519  3.868  0.385
H  -1.348  2.502  -0.516
C  4.733  -6.404  0.537
C  4.295  -5.417  1.612
C  2.720  -5.419  1.688
N  2.018  -4.297  2.551
C  0.481  -4.697  2.605
C  -0.259  -3.684  3.500
C  0.330  -3.725  4.907
C  1.812  -3.359  4.986
C  2.613  -4.277  4.006
C  2.306  -2.951  1.794
H  4.471  -7.457  0.636
H  5.763  -6.140  0.297
H  4.165  -6.158  -0.360
H  4.664  -4.446  1.281
H  4.646  -5.582  2.631
H  2.451  -6.343  2.199
H  2.266  -5.444  0.697
H  0.347  -5.664  3.089
H  0.065  -4.807  1.604
H  -1.324  -3.846  3.336
H  -0.092  -2.676  3.120
H  0.251  -4.719  5.347
H  -0.281  -3.050  5.508
H  2.291  -3.397  5.964
H  1.945  -2.351  4.594
H  2.689  -5.350  4.181
H  3.635  -3.907  3.928
H  3.352  -2.656  1.882
H  1.740  -2.248  2.404
H  1.865  -2.865  0.801
O  3.005  3.660  -0.112
C  2.874  4.662  0.778
O  3.280  5.790  0.515
O  2.222  4.472  1.805
H  2.400  3.050  0.317
O  -3.841  -4.095  1.527
C  -3.111  -3.535  0.538
O  -3.191  -3.956  -0.628
O  -2.257  -2.695  0.806
H  -3.431  -3.510  2.169
O  -0.205  -0.742  1.318
C  0.295  0.011  0.340
O  -0.168  0.003  -0.850
O  1.292  0.751  0.626
H  -0.951  -1.186  0.908

Cartesian forces, eV/Å:
-0.53 -0.23 -2.04
-0.04 -1.46 1.14
-1.17 0.90 0.02
-1.12 1.64 0.41
-1.46 -0.83 0.29
1.32 -1.86 0.72
0.33 0.35 -0.81
0.94 -0.07 -0.99
0.09 -0.89 1.32
2.37 0.28 -1.49
0.28 -0.34 0.50
-0.44 0.40 0.25
-0.15 -0.05 -0.22
1.39 0.26 0.41
0.20 -0.35 0.04
0.76 -0.43 -0.07
-0.19 0.17 -0.02
-0.37 0.34 -0.02
0.08 0.22 -0.38
0.07 -0.17 0.34
0.33 0.49 0.38
-0.58 1.00 -1.07
-0.43 -0.02 1.84
-0.61 -0.20 -0.33
-0.21 0.39 0.26
-0.10 -0.01 0.06
-0.07 0.24 -0.44
0.05 0.34 0.16
-0.38 -0.25 -0.23
-0.43 -0.14 0.04
-0.27 -0.06 0.04
-0.05 0.99 0.52
-0.06 -1.47 -0.64
-0.57 1.97 0.19
0.24 -1.48 0.25
-0.36 -1.52 0.99
0.71 1.79 -1.28
-2.90 -1.52 0.46
1.92 -0.12 -0.84
0.82 -0.67 -0.28
-0.12 0.73 -0.17
-0.10 -0.28 -0.85
0.22 0.41 0.29
0.15 -0.17 -0.24
-0.02 -0.22 0.02
-0.09 0.05 -0.10
0.14 -0.13 0.24
0.27 0.12 -0.40
0.84 0.24 0.23
-0.09 0.21 0.55
0.20 0.12 -0.34
0.11 0.09 0.72
-0.05 0.43 -0.38
0.51 0.30 0.54
0.27 0.03 -0.08
0.07 -0.20 0.07
0.04 0.49 -0.06
-0.64 0.23 0.31
-0.60 0.31 -0.09
-0.35 -0.27 0.11
0.49 -0.07 0.39
0.23 -0.38 -0.83
-1.38 0.04 0.05
1.28 0.74 1.19
-0.18 -1.14 1.39
-1.34 -0.22 -0.80
0.14 0.85 0.53
-0.89 0.42 0.01
0.90 -1.81 -0.18
1.30 0.61 -0.94
-0.33 -0.59 0.15
0.24 0.08 0.40
0.16 -0.02 0.06
-0.12 -0.25 -0.15
-0.04 0.17 -0.11
0.32 0.25 0.16
0.01 -0.25 0.11
-0.17 0.45 0.23
-0.39 0.14 0.21
0.34 0.60 -0.55
-0.56 0.40 -0.06
0.23 0.83 0.59
-0.43 -0.11 0.05
0.52 -0.41 0.06
0.05 -0.73 -0.13
-0.26 0.73 -1.18
-0.15 -0.02 -0.24
0.60 -0.05 -0.14
-1.06 -0.32 0.30
0.11 -0.01 -0.24
0.80 1.42 0.10
-0.43 0.27 -0.35
0.13 1.03 1.23
-1.17 1.19 -0.42
1.32 -0.04 -0.77
-0.68 -0.18 0.62
-0.60 -0.42 1.66
1.51 1.73 -0.88
0.47 -1.21 -0.51
0.90 -0.03 2.06
-0.23 -0.51 -0.50
0.40 -0.67 -0.14
-0.53 -0.20 -0.18
0.47 0.52 -0.34
-0.26 0.56 -0.17
-0.45 -0.51 0.24
0.25 -0.47 0.42
-0.44 0.17 -0.15
0.01 -0.24 0.17
0.01 0.05 -0.21
-0.27 -0.41 -0.56
0.50 -0.69 -0.31
-0.62 0.10 -0.45
-0.26 -0.57 0.06
-0.43 -0.24 0.28
-0.77 0.04 -0.03
-0.47 -0.32 -0.02
0.55 0.16 -0.16
0.56 0.17 -0.33
-0.50 -0.34 -0.10
-0.51 0.34 0.20
-0.17 0.76 1.16
0.41 -0.89 -0.59
0.67 2.68 0.39
0.17 -0.95 -2.05
-0.17 -0.06 -0.08
-1.27 2.47 1.03
-0.07 -1.31 -0.38
-0.73 0.42 0.83
-0.91 -1.88 -2.31
0.46 -0.45 -0.28
0.31 -0.27 0.18
0.21 0.66 0.22
0.25 0.04 -0.36
-0.35 -0.78 0.17
0.45 0.42 0.37
0.52 0.33 0.23
0.00 0.05 -0.32
0.11 -0.84 0.33
-0.95 -0.12 0.57
0.23 -0.03 0.18
0.53 -0.27 0.03
0.34 -0.26 -0.23
-0.10 0.44 -0.34
-0.08 -0.82 0.16
0.55 -0.14 0.00
-0.43 -0.19 0.88
0.17 0.90 -0.06
0.29 0.22 -0.61
0.60 -0.44 1.02
-0.43 0.59 -0.53
-1.93 0.47 0.19
0.64 0.04 1.36
0.67 -0.59 -1.92
0.47 1.28 0.68
1.31 0.05 -1.08
-0.64 -0.22 0.87
0.05 -0.66 -2.07
-0.25 0.33 -1.14
-1.52 -0.11 2.29
0.68 -0.01 0.71
0.14 -0.92 0.06
-0.01 0.34 -0.28
-0.07 0.18 0.16
0.42 -0.29 -0.23
-0.17 -0.11 -0.10
-0.10 0.42 0.10
0.79 -0.20 -0.03
0.36 0.45 -0.15
0.00 -0.21 0.69
-0.14 0.13 -0.27
-0.38 -0.14 0.04
0.18 -0.02 0.33
-0.32 -0.20 0.04
0.10 0.21 0.16
-0.32 0.10 0.81
-0.02 0.00 -0.21
-0.05 -0.55 -0.23
0.17 0.38 -0.33
0.29 -0.62 0.09
0.07 -1.48 -1.01
0.08 4.76 0.59
1.32 0.02 -1.74
-1.83 -2.88 2.22
-0.16 -1.23 -0.11
0.16 0.73 0.21
0.55 -2.06 -4.32
-1.32 -0.88 -0.47
1.74 2.83 2.70
-0.56 -0.19 1.62
-0.39 -0.33 0.32
2.96 3.16 -2.59
-0.95 -0.97 1.11
-0.82 -0.97 0.70
-0.91 -1.04 0.04

***

This record from OMol25 describes a cluster of 3 separate species, C3H7Cl4NO2 in total at a distorted geometry. The level of theory is ωB97M-V/def2-TZVPD.

LUMO level = 0.249 eV
SMILES = C[N+](=O)[O-].ClCCl.ClCCl
total energy = -58896.4211 eV
energy above the lowest of the compared OMol25 structures with the same formula, charge and spin = 0.096 eV
charge = 0
HOMO-LUMO gap = 11.362 eV

Element x y z (Å)
C  0.369  24.775  -0.176
N  1.389  24.448  -1.195
O  1.789  23.305  -1.249
O  1.691  25.305  -2.000
H  0.471  25.787  0.194
H  0.511  24.043  0.614
H  -0.584  24.583  -0.661
Cl  -0.092  25.739  3.539
C  1.552  26.322  3.794
Cl  2.231  25.597  5.285
H  2.227  26.002  3.010
H  1.486  27.398  3.892
Cl  1.947  23.044  2.558
C  3.389  22.013  2.201
Cl  4.676  22.384  3.349
H  3.042  21.007  2.390
H  3.690  22.208  1.182

Cartesian forces, eV/Å:
-0.03 -0.71 0.47
0.01 0.17 -0.94
0.10 -0.23 0.39
0.03 0.28 0.27
0.04 0.11 -0.28
-0.11 0.14 0.06
-0.08 0.26 0.01
-0.09 -0.09 -0.30
0.26 -0.35 0.66
-0.10 0.38 -0.19
-0.28 0.05 -0.26
0.22 0.01 0.10
0.35 -0.20 -0.16
-0.75 0.41 0.66
0.11 -0.05 -0.23
0.21 -0.14 -0.24
0.11 -0.05 -0.01